63
Properties=species:S:1:pos:R:3:lowdin_spin:R:1 method="wB97M-V/def2-TZVPD" total_charge=-1 spin_multiplicity=5
Cr 2.079 1.139 -0.851 2.923
N 5.040 0.165 2.223 -0.002
C 4.008 0.524 1.405 -0.002
S 4.379 0.783 -0.260 0.002
N 2.853 0.668 2.024 -0.003
N 1.859 1.071 1.180 -0.017
C 0.650 1.171 1.619 0.039
C 0.219 0.872 3.003 0.003
C -0.793 -0.069 3.185 0.003
C -1.211 -0.384 4.471 0.000
C -0.639 0.247 5.565 0.003
C 0.366 1.189 5.379 0.000
C 0.805 1.494 4.101 0.003
C -0.361 1.558 0.603 0.007
C -1.619 2.029 0.932 0.003
C -2.493 2.351 -0.095 0.007
C -2.093 2.183 -1.407 0.004
C -0.809 1.732 -1.659 0.008
N 0.039 1.452 -0.677 0.003
H 5.858 -0.220 1.786 0.000
H 4.782 -0.188 3.129 0.000
H -1.228 -0.571 2.324 0.000
H -1.984 -1.129 4.609 0.000
H -0.972 0.004 6.567 0.000
H 0.816 1.679 6.233 0.000
H 1.603 2.207 3.950 0.000
H -1.908 2.117 1.968 0.000
H -3.488 2.708 0.134 0.000
H -2.759 2.382 -2.233 0.000
H -0.432 1.596 -2.664 0.000
C 1.012 5.760 -3.240 0.007
S 2.182 4.696 -4.109 0.019
C 2.136 3.254 -3.074 0.103
S 2.362 3.453 -1.343 0.028
N 2.015 2.128 -3.688 -0.034
N 2.077 1.057 -2.846 0.194
C 1.923 -0.170 -3.364 0.243
C 1.810 -1.236 -2.458 0.088
C 1.674 -2.591 -2.839 0.066
C 1.573 -3.557 -1.878 0.039
C 1.604 -3.198 -0.521 0.113
C 1.720 -1.864 -0.206 0.015
N 1.830 -0.902 -1.125 0.113
H 1.029 6.725 -3.746 0.000
H 1.312 5.894 -2.204 0.000
H 0.005 5.349 -3.283 0.000
H 1.866 -0.304 -4.437 0.013
H 1.644 -2.837 -3.892 0.001
H 1.456 -4.594 -2.165 0.000
H 1.484 -3.926 0.267 0.007
H 1.719 -1.538 0.827 -0.001
F -5.885 -5.464 -0.902 0.000
C -4.932 -4.526 -0.756 0.000
C -4.110 -4.518 0.357 0.000
F -4.273 -5.458 1.304 0.000
C -3.133 -3.551 0.493 0.000
F -2.384 -3.612 1.607 0.000
C -2.904 -2.542 -0.451 0.000
S -1.665 -1.344 -0.273 0.001
C -3.764 -2.590 -1.555 0.000
F -3.662 -1.672 -2.529 0.000
C -4.749 -3.546 -1.715 0.000
F -5.540 -3.532 -2.801 0.000

17
Properties=species:S:1:pos:R:3:nbo_charge:R:1 method="wB97M-V/def2-TZVPD" total_charge=0 spin_multiplicity=1 smiles="C=C[C@@H]1CN1C(C)=O"
C -1.994 -1.824 0.330 -0.381
C -0.803 -1.933 0.945 -0.200
C 0.131 -0.779 0.781 -0.112
C -0.231 0.596 1.258 -0.222
N -0.176 0.319 -0.132 -0.462
C 0.841 0.740 -0.909 0.704
C 0.523 2.244 -1.070 -0.725
O 1.785 0.078 -1.239 -0.557
H -2.813 -2.470 0.612 0.199
H -2.057 -1.201 -0.531 0.209
H -0.675 -2.680 1.762 0.216
H 1.220 -0.991 0.942 0.228
H -1.280 0.881 1.448 0.212
H 0.516 1.351 1.486 0.197
H 0.588 2.661 -0.057 0.221
H 1.187 2.843 -1.666 0.232
H -0.539 2.484 -1.181 0.241

Ordered electronic energy results: -4560.2725, -363.9244; unit Eh.